{"formula": "C2H8IN2", "method": "ωB97M-V/def2-TZVPD", "e_tot_ev": -13277.401, "homo_energy_ha": -0.4874, "max_force_ev_per_a": 3.38, "lumo_energy_ev": -3.978, "charge": 1, "elements": ["C", "C", "N", "N", "I", "H", "H", "H", "H", "H", "H", "H", "H"], "coordinates": [[-0.792313, 1.702096, 0.074319], [-0.593236, -0.721583, 0.431969], [-0.792924, -1.907319, -0.060750], [-0.414714, 0.358763, -0.259356], [3.218500, -0.083480, -0.060676], [-0.280998, 2.517461, -0.546740], [-1.961414, 1.796154, -0.045953], [-0.604789, 1.812696, 1.135939], [-0.661348, -0.636643, 1.451110], [-1.027732, -2.110872, -1.046600], [-0.680372, -2.822470, 0.306846], [4.762233, -0.037672, -0.152031], [-0.170895, 0.132870, -1.228073]], "forces_ev_per_angstrom": [[-2.17, 1.65, -0.03], [-0.35, 0.04, -0.43], [-0.38, -1.28, -3.11], [0.68, -1.18, -2.50], [-1.38, -0.01, 0.10], [-0.56, -1.58, 0.95], [2.30, 0.02, 0.01], [0.19, 0.47, 0.14], [0.00, 0.27, 2.60], [0.43, 1.16, 0.42], [0.25, -0.20, 1.83], [1.33, 0.02, -0.10], [-0.32, 0.63, 0.11]]}